# 1
23
Properties=species:S:1:pos:R:3:forces:R:3 method="wB97M-V/def2-TZVPD" smiles=CO[N+]1(c2ccccc2)CC1 mol_weight_g_mol=150.201 homo_energy_ev=-13.4 orbital_gap_ev=10.6 lumo_energy_ev=-2.831 spin_multiplicity=1 total_charge=+1 energy_ev=-13054.024 largest_force_ev_per_a=4.1 relative_energy_kcal_mol=80.7
O 1.771123 -0.032733 1.117407 0.5 0.5 1.0
N 1.276706 0.472257 -0.051177 -4.0 -0.4 0.4
C -2.474891 -0.508494 -1.016057 1.9 -0.5 1.0
C -1.063839 -0.404539 -1.043304 -1.5 0.5 -0.2
C -0.475948 0.273917 0.004820 2.1 -0.1 0.4
C 1.947235 1.643634 -0.666238 -2.4 1.4 -0.8
C 1.729825 -1.491088 1.085154 -0.6 1.4 -1.6
C -3.174081 -0.037341 0.069026 -0.5 -0.5 -0.9
C -2.568775 0.504629 1.151724 2.8 1.6 1.1
C 2.089966 0.323062 -1.268354 -0.9 -1.9 -0.7
C -1.139973 0.624235 1.200258 0.0 -0.3 -1.6
H 2.987916 -0.236382 -1.003582 -0.1 0.1 -0.6
H -3.069462 1.042700 1.942221 -0.5 -0.6 0.3
H 2.477121 -1.663063 0.271483 -1.2 -1.3 0.6
H 2.097596 -1.790961 2.021738 0.7 -0.4 1.1
H -0.573193 0.923571 2.086858 -0.4 0.3 -0.4
H -4.215835 -0.216558 0.017452 -1.0 0.3 0.3
H -2.974501 -1.160462 -1.692878 -0.2 0.0 -0.8
H 0.640393 -1.782954 1.025299 1.4 -0.2 -0.6
H 1.208179 2.360523 -1.179523 1.3 -1.1 1.1
H 2.711261 2.071839 -0.057836 0.5 0.1 0.2
H -0.628829 -0.875800 -1.903949 0.8 0.2 -0.1
H 1.421999 -0.039990 -2.110546 1.5 0.8 0.8

# 2
27
Properties=species:S:1:pos:R:3:forces:R:3 method="wB97M-V/def2-TZVPD" smiles="NP(O)C(=O)O[C@H](S)Cc1ccccc1" mol_weight_g_mol=245.240 homo_energy_ev=-8.7 orbital_gap_ev=9.2 lumo_energy_ev=0.479 spin_multiplicity=1 total_charge=0 energy_ev=-37284.184 largest_force_ev_per_a=1.5 relative_energy_kcal_mol=0.0
S -1.864961 -3.253595 0.602617 0.2 -0.4 0.1
P 2.739683 -1.377473 -0.249454 0.4 -0.1 -0.5
O 1.534997 -3.684391 0.105412 0.0 -1.3 0.6
O 0.115851 -2.284576 -0.922984 0.4 0.2 0.0
O 2.397272 -0.377570 -1.510373 0.1 0.0 0.2
N 2.124655 -0.376456 1.026549 -0.1 -0.2 -0.2
C -0.853317 -1.840265 0.008525 -1.1 0.2 -0.1
C -1.122051 0.606381 -0.341813 -0.2 0.2 0.1
C -0.016546 3.058921 0.403082 -0.1 -0.2 0.0
C -0.325257 1.311448 -1.237314 -0.1 0.2 0.4
C 1.312760 -2.613921 -0.337696 0.0 1.1 -0.4
C -1.690132 -0.744369 -0.687632 0.8 -0.1 0.3
C -0.832787 2.368217 1.293130 0.1 -0.2 -0.2
C 0.223222 2.534163 -0.860887 0.0 -0.1 0.1
C -1.380849 1.149185 0.919352 0.2 0.2 -0.3
H -3.093896 -2.753347 0.438172 0.1 0.2 -0.1
H 0.840960 3.078017 -1.558732 0.1 0.1 -0.1
H -2.722237 -0.820550 -0.374484 -0.2 0.1 -0.1
H 2.761788 0.411528 1.081908 0.0 0.1 0.3
H 0.426928 3.997702 0.694937 0.0 0.1 0.0
H -1.038718 2.767274 2.273237 0.0 0.1 0.1
H -0.135584 0.903300 -2.216859 0.1 -0.1 -0.2
H -1.579019 -0.926897 -1.750260 -0.3 -0.1 -0.2
H -2.013300 0.605547 1.606604 -0.1 -0.1 0.1
H 2.383562 0.536461 -1.201905 -0.3 0.1 -0.2
H -0.372959 -1.413018 0.880851 0.2 0.0 0.1
H 2.179935 -0.861718 1.916017 0.0 0.0 0.1

# 3
24
Properties=species:S:1:pos:R:3:forces:R:3 method="wB97M-V/def2-TZVPD" smiles=CP1OCCN1c1ccccc1 mol_weight_g_mol=181.175 homo_energy_ev=-7.7 orbital_gap_ev=8.5 lumo_energy_ev=0.800 spin_multiplicity=1 total_charge=0 energy_ev=-22353.087 largest_force_ev_per_a=3.4 relative_energy_kcal_mol=11.0
P -0.618570 -1.520873 1.151273 -0.4 -1.1 -0.2
O -0.632629 -2.948070 0.258255 -0.7 1.1 1.8
N -0.048979 -0.596476 -0.146357 0.1 -2.1 -0.5
C -0.318945 2.764564 -1.318627 -0.1 2.4 0.9
C 0.137187 -2.927962 -0.901785 0.8 2.3 0.0
C -0.613980 1.424254 1.030054 -0.2 -0.1 2.0
C 0.948670 -1.728261 1.975867 2.4 0.4 0.6
C -0.869577 2.780005 1.055028 1.0 1.8 -0.9
C 0.216431 -1.380856 -1.382325 2.1 0.1 0.7
C -0.205950 1.425424 -1.318596 1.2 -2.2 -0.6
C -0.622259 3.512952 -0.158022 -1.1 -0.8 0.5
C -0.244345 0.733937 -0.113842 -1.0 1.1 -1.0
H 0.084605 0.769316 -2.179084 -0.4 1.5 0.5
H -0.712323 0.946285 2.019535 0.2 -0.2 -0.7
H -0.076353 3.327262 -2.189056 -0.2 0.3 -0.8
H 1.741206 -2.101350 1.310185 -0.4 -0.2 -0.2
H 0.811745 -2.448188 2.742751 -0.1 -0.9 0.9
H -0.607348 -1.206569 -2.071325 0.3 0.2 -0.5
H 1.331211 -1.010575 -1.792251 -3.1 -1.3 0.7
H -0.837028 4.592598 -0.282577 0.4 -0.8 0.4
H 1.155742 -3.268949 -0.674279 -0.3 -0.3 -0.5
H -0.475193 -3.531810 -1.537779 0.6 -0.4 -1.2
H 1.508325 -0.891815 2.469624 -1.2 -0.1 -0.4
H -1.051645 3.285158 2.053334 0.0 -0.6 -1.5

# 4
24
Properties=species:S:1:pos:R:3:forces:R:3 method="wB97M-V/def2-TZVPD" mol_weight_g_mol=182.268 homo_energy_ev=-3.1 orbital_gap_ev=6.7 lumo_energy_ev=3.626 spin_multiplicity=1 total_charge=-1 energy_ev=-23898.875 largest_force_ev_per_a=2.6 relative_energy_kcal_mol=11.8
S 3.569764 0.391386 -0.197888 0.5 0.8 -0.3
O 1.266444 2.197090 0.469284 -0.8 0.6 -0.5
N 0.810244 0.954688 0.901814 1.6 -1.6 0.3
C 1.206451 -0.493476 -1.402879 0.4 1.2 0.3
C -1.139133 1.428875 -0.490221 0.8 -1.7 1.0
C -0.447792 0.665915 0.489568 -0.5 0.5 1.2
C -2.399408 -0.666821 0.764963 -2.4 0.3 1.0
C -1.150258 -0.374211 1.209998 1.1 0.4 -0.4
C -3.111640 0.127274 -0.140673 -0.7 -0.1 -1.8
C -2.407621 1.109796 -0.846056 -0.4 -0.8 1.4
C 2.046579 -0.329271 -0.114750 -1.9 0.1 0.0
C 1.962401 -1.483233 0.789151 -0.6 -2.1 1.1
H 0.997390 -2.021292 0.808785 -0.1 0.7 0.0
H 2.602718 -2.282659 0.407292 0.4 0.1 0.0
H -2.811363 1.671001 -1.632875 -1.0 0.6 -1.0
H -2.975237 -1.356990 1.382892 0.0 -0.2 -0.3
H 0.936419 0.567819 -1.683312 0.3 -1.3 -0.2
H 0.255763 -1.080976 -1.263686 1.1 0.4 -0.2
H 2.243346 -1.306165 1.834447 0.1 0.3 -0.4
H -0.594729 2.119905 -1.050621 0.8 1.2 -0.5
H -4.173115 -0.023618 -0.476033 1.1 -0.3 0.8
H 1.929138 -0.903535 -2.136375 -0.8 0.0 0.1
H -0.817763 -0.936933 2.121162 0.4 0.9 -1.2
H 2.201405 2.025433 0.256017 0.5 -0.2 -0.1

# 5
23
Properties=species:S:1:pos:R:3:forces:R:3 method="wB97M-V/def2-TZVPD" smiles=COc1ccc([C@H](C)O)cc1 mol_weight_g_mol=152.193 homo_energy_ev=-8.2 orbital_gap_ev=8.9 lumo_energy_ev=0.758 spin_multiplicity=1 total_charge=0 energy_ev=-13614.477 largest_force_ev_per_a=19.9 relative_energy_kcal_mol=187.4
O 3.049776 -0.846296 -0.042354 3.5 0.9 0.1
O -3.155952 -0.463104 -1.188703 -3.4 -1.6 4.8
C -0.040403 1.083282 -0.054854 -4.0 5.4 -0.9
C -1.009031 0.130523 -0.099136 -0.5 -4.7 0.2
C 1.846225 -0.449588 -0.008350 -8.2 0.8 -0.5
C -2.496107 0.254808 -0.224331 1.6 5.8 0.8
C -0.582689 -1.225773 -0.047513 5.8 5.1 0.0
C 1.267486 0.874373 -0.092493 6.7 -0.2 -0.8
C 3.995529 0.219900 -0.044292 -15.8 8.2 -5.4
C 0.812904 -1.451784 0.003915 -2.2 8.5 -0.4
C -3.215160 -0.028634 1.144470 3.1 -3.7 -2.2
H -4.079948 -0.578029 0.703794 -0.1 0.8 1.7
H 3.996660 0.960530 -1.033638 -0.3 -2.5 1.3
H -2.638053 -0.353374 -1.874119 3.7 0.4 -6.2
H 4.722153 -0.173672 -0.052895 17.8 -8.8 0.4
H -3.207902 0.755787 1.825838 -0.9 1.5 0.9
H -0.462950 2.343987 -0.130183 1.3 -4.0 0.1
H 2.035538 1.706759 -0.412723 -1.9 -1.3 1.2
H -2.234191 1.448486 -0.745828 -2.6 -2.0 1.8
H 1.048260 -2.341092 0.070188 2.8 -8.8 0.6
H -2.428624 -0.834733 1.676919 -2.4 1.8 -1.3
H -1.079738 -2.062195 0.099020 -3.2 -3.4 0.2
H 3.856221 1.029846 0.527266 -0.7 2.0 3.7

# 6
24
Properties=species:S:1:pos:R:3:forces:R:3 method="wB97M-V/def2-TZVPD" smiles=COc1ccc(OC)c(OC)c1 mol_weight_g_mol=168.192 homo_energy_ev=-8.2 orbital_gap_ev=9.1 lumo_energy_ev=0.867 spin_multiplicity=1 total_charge=0 energy_ev=-15664.748 largest_force_ev_per_a=6.7 relative_energy_kcal_mol=122.7
O 1.114090 -1.865864 -0.069535 -2.2 0.6 0.9
O 1.260368 0.155733 -2.391172 2.1 -1.2 2.6
O -1.871865 1.447961 2.096193 0.2 0.0 0.8
C 0.367732 -0.655335 -0.087828 -0.6 -2.3 1.2
C -1.085851 1.725904 -0.000480 3.5 -5.4 -1.8
C -2.077581 0.746066 3.262015 -1.9 -1.5 2.0
C 0.459907 0.093248 -1.230618 -2.7 4.6 -0.3
C -0.377787 1.302129 -1.148850 0.1 -0.4 0.8
C -1.146145 0.859822 1.145355 1.0 -0.7 -2.1
C 0.714612 -2.797666 -1.092617 4.7 -1.1 -0.4
C 2.710206 0.147156 -1.727441 -1.8 0.3 -0.1
C -0.518983 -0.435708 1.107700 0.1 1.2 -2.4
H 0.922702 -2.261397 -2.023938 -0.5 -0.5 -0.3
H -1.433308 2.655071 -0.084291 -1.9 3.4 0.5
H 2.714308 1.181627 -1.089313 0.3 -2.7 -1.4
H -0.191968 -3.408332 -1.159895 -0.3 0.8 1.0
H -2.905954 1.220382 3.792840 0.4 0.7 0.2
H -0.379286 1.946051 -2.053743 0.1 -0.4 0.8
H 3.518248 0.202459 -2.621073 -2.0 -0.6 2.4
H 2.484229 -0.851432 -1.031069 2.2 2.7 -1.8
H -1.250338 0.574844 3.999158 -0.2 0.4 -1.1
H 1.659374 -3.498958 -0.933929 -2.3 0.7 -0.9
H -0.817478 -1.369563 1.667831 0.8 1.6 -0.2
H -2.617936 -0.207087 3.090120 0.9 -0.1 -0.4

# 7
27
Properties=species:S:1:pos:R:3:forces:R:3 method="wB97M-V/def2-TZVPD" smiles="O=C1OC(=O)C(COO)=C1CCCCO" mol_weight_g_mol=216.189 homo_energy_ev=-10.4 orbital_gap_ev=9.3 lumo_energy_ev=-1.059 spin_multiplicity=1 total_charge=0 energy_ev=-21809.309 largest_force_ev_per_a=0.6 relative_energy_kcal_mol=32.6
O 2.552872 0.870194 0.242767 -0.2 0.0 -0.3
O -2.653657 2.597358 -1.731559 0.2 0.1 0.0
O 1.418384 2.649235 -0.504167 0.1 0.1 0.2
O -3.881623 2.744129 -1.030728 -0.1 -0.2 0.2
O 2.263747 -1.437625 2.485980 0.1 -0.1 0.0
O -0.348511 4.018414 -0.777807 0.1 -0.1 -0.1
C 0.008618 -0.853770 -0.717194 0.3 0.3 0.1
C 1.134242 -1.807779 -0.272857 -0.3 -0.5 0.1
C 0.758645 -2.658862 0.951002 0.0 0.3 -0.2
C -0.596021 1.597070 -0.929313 0.1 -0.3 -0.2
C 0.957082 -1.921916 2.271381 -0.2 -0.2 0.0
C 1.561714 1.303169 -0.266723 0.0 0.0 0.2
C 0.082023 2.913304 -0.773988 -0.1 0.0 0.2
C -2.020257 1.387791 -1.335374 -0.3 0.2 0.1
C 0.282476 0.624795 -0.651337 -0.1 0.1 -0.1
H 0.755319 -2.614173 3.090754 0.0 0.1 0.0
H -2.581335 0.955161 -0.502540 0.0 -0.1 0.0
H 1.324924 -3.590135 0.926521 0.1 0.0 0.2
H -0.300902 -2.923295 0.881235 0.0 -0.2 0.0
H 0.207981 -1.120236 2.351836 0.1 0.1 0.0
H -0.898049 -1.030203 -0.131334 0.0 -0.1 0.0
H -0.254201 -1.076681 -1.755600 -0.1 0.1 0.0
H -3.626240 3.273979 -0.258898 0.1 0.1 -0.2
H 1.368757 -2.489801 -1.090631 0.0 0.1 -0.1
H 2.517256 -0.838693 1.773150 -0.1 0.1 0.1
H 2.043144 -1.259140 -0.069661 0.2 0.0 -0.1
H -2.076390 0.687713 -2.174915 0.1 -0.1 0.0

# 8
29
Properties=species:S:1:pos:R:3:forces:R:3 method="wB97M-V/def2-TZVPD" mol_weight_g_mol=323.073 homo_energy_ev=-12.6 orbital_gap_ev=7.0 lumo_energy_ev=-5.600 spin_multiplicity=1 total_charge=+1 energy_ev=-25252.371 largest_force_ev_per_a=9.6
Ag -0.710204 -4.186067 1.027727 2.4 -3.6 2.5
O -0.711029 -2.973540 -2.137243 -2.6 5.7 7.3
O -2.530543 3.388907 0.542619 1.2 3.7 3.3
O -3.210204 -2.131925 1.766537 6.3 2.2 -6.4
O -2.725952 2.185847 0.017362 0.6 -5.6 -0.2
O -1.703718 -2.910937 0.060299 -2.3 7.3 -3.5
N -0.394674 0.313667 -1.907165 -0.7 -3.1 3.1
C 3.441816 -0.626556 0.726526 -0.8 0.6 -0.8
C 0.406915 1.415319 -1.249801 1.6 1.5 0.3
C 1.459543 0.916004 -0.095065 0.8 0.6 -0.3
C -1.889670 -0.281699 0.321957 1.8 -2.3 -3.3
C 2.257255 -0.476016 -0.441958 -0.6 -0.4 1.8
C -1.115305 -2.201955 -1.123844 2.2 -3.4 -5.7
C -1.109007 -0.572758 -0.911018 -0.7 0.4 1.3
C -2.337956 -1.783226 0.817241 -5.3 0.4 5.3
C -2.159699 1.200979 0.970688 -0.3 -1.2 1.2
H 3.632674 -1.760921 0.994152 -0.2 2.5 -0.6
H -2.419289 3.303082 1.552224 -0.6 0.2 -1.9
H -2.955604 1.127534 1.857370 1.8 -0.2 -1.8
H 0.966317 0.887684 0.990697 1.0 -0.3 -2.4
H 1.057218 1.929250 -2.107847 -1.6 -1.3 1.7
H 4.378425 -0.074165 0.290883 -1.6 -1.3 1.2
H -0.241616 2.282700 -0.787515 0.9 -2.0 -1.2
H -1.117918 1.551577 1.435693 -2.1 -0.5 -1.3
H 1.508630 -1.383272 -0.237993 1.5 1.8 -0.8
H 2.294028 1.766146 -0.019867 -1.9 -1.7 -0.2
H 0.219976 -0.333738 -2.485030 -1.0 1.2 0.9
H 2.678192 -0.542364 -1.533056 -0.9 0.2 2.1
H 3.031400 -0.029561 1.665428 1.1 -1.4 -1.8